Entry from the Open Molecules 2025 dataset: the ion C4H4N5 with charge +1 (ωB97M-V/def2-TZVPD).

```
13
Properties=species:S:1:pos:R:3
C 0.502 -0.205 -2.986
C -0.076 -1.494 -2.442
C 0.229 0.065 -0.932
C 0.024 0.687 0.402
N 0.612 -0.075 -4.325
N 0.592 0.659 -2.047
N 0.499 -1.256 -4.812
N 0.166 -2.298 -4.494
N -0.170 -1.322 -1.169
H 0.839 1.409 0.419
H -0.039 -0.058 1.133
H -1.058 0.953 0.345
H -0.316 -1.908 -0.331
```

- F_max (eV/Å) = 4.4
- highest occupied orbital energy (eV) = -14.61
- net charge = +1
- E_LUMO (eV) = -7.64
- energy above the lowest of the compared OMol25 structures with the same formula, charge and spin (kcal/mol) = 3.0